--- A ---
C4H13N3 | ωB97M-V with the def2-TZVPD basis set

Properties
orbital gap = 0.3350 hartree
structure (SMILES) = CNCCNCN
molar mass = 103.17 g mol⁻¹
E_HOMO = -8.1 eV

CARTESIAN COORDINATES (ANGSTROEM)
C: 1.8633 -0.3821 -2.2064
N: 1.4713 0.0917 -0.8620
C: 1.2210 -0.9523 0.1770
C: -0.3083 -1.0791 0.2392
N: -1.0052 0.2277 0.1883
C: -1.9630 0.5909 1.2088
N: -2.0379 2.0935 1.4566
H: 1.8559 0.4308 -3.0021
H: 2.8227 -0.8768 -2.1361
H: 1.1529 -1.1525 -2.4122
H: 2.2798 0.6721 -0.5473
H: 1.7530 -0.6661 1.1312
H: 1.6402 -1.9608 -0.1585
H: -0.6135 -1.8264 -0.4406
H: -0.7181 -1.5186 1.2573
H: -0.1893 0.8554 0.1279
H: -2.9603 0.2972 0.7701
H: -1.9205 0.0280 2.1009
H: -1.4521 2.7993 1.1503
H: -2.8920 2.3279 1.9579

=====

--- B ---
C4H13N3 | ωB97M-V with the def2-TZVPD basis set

Properties
orbital gap = 0.3537 hartree
structure (SMILES) = NCCNCCN
molar mass = 103.17 g mol⁻¹
E_HOMO = -8.7 eV

CARTESIAN COORDINATES (ANGSTROEM)
N: 0.1516 1.5124 -2.7585
C: 1.0883 0.8243 -1.8752
C: 0.5829 -0.4282 -1.1526
N: -0.7075 -0.1640 -0.4679
C: -0.9358 -1.0250 0.6848
C: -0.0883 -0.7070 1.9234
N: -0.8358 -0.1249 3.0397
H: -0.6876 0.9922 -3.0113
H: -0.2458 2.3158 -2.2860
H: 1.3286 1.5168 -1.0658
H: 1.9678 0.5197 -2.4523
H: 0.4490 -1.2324 -1.8786
H: 1.3336 -0.7754 -0.4431
H: -0.6154 0.8281 -0.2834
H: -0.7340 -2.0556 0.4179
H: -1.9813 -0.8263 0.9453
H: 0.8173 -0.1792 1.6089
H: 0.2728 -1.6713 2.2806
H: -0.8506 0.8766 2.8698
H: -0.3097 -0.1966 3.9044

=====

List of relative energies, unit kcal/mol: A 29.3; B 0.0

=====

--- A ---
C7H8O | ωB97M-V with the def2-TZVPD basis set

Properties
orbital gap = 0.3764 hartree
structure (SMILES) = C#C[C@@H]1[C@H](O)[C@@H]1C=C
molar mass = 108.14 g mol⁻¹
E_HOMO = -9.2 eV

CARTESIAN COORDINATES (ANGSTROEM)
C: -2.1006 1.3413 0.2936
C: -1.7005 0.3346 -0.4108
C: -0.8896 -0.8351 -0.7205
C: -0.0066 -1.3096 0.4156
O: 0.2543 -0.5940 1.5472
C: 0.6713 -0.6962 -0.8691
C: 1.1589 0.7061 -0.7687
C: 2.0641 1.0503 0.1119
H: -2.2669 2.3807 0.8749
H: -1.2594 -1.4735 -1.4362
H: 0.0467 -2.3722 0.5528
H: -0.1972 0.2915 1.3598
H: 0.8705 -1.5678 -1.5876
H: 0.5556 1.3863 -1.4402
H: 2.3794 2.1215 0.1085
H: 2.6548 0.4373 0.8786

=====

--- B ---
C7H8O | ωB97M-V with the def2-TZVPD basis set

Properties
orbital gap = 0.3180 hartree
structure (SMILES) = OC1[C@H]2C=CC=C[C@H]12
molar mass = 108.14 g mol⁻¹
E_HOMO = -8.0 eV

CARTESIAN COORDINATES (ANGSTROEM)
O: 0.3604 0.3652 -2.7815
C: -0.4553 -0.0778 -1.7483
C: 0.0052 -0.8108 -0.4422
C: 1.0869 -0.8245 0.5028
C: 0.8563 -0.1762 1.7689
C: -0.3175 0.6218 1.8789
C: -1.0083 1.1093 0.7566
C: -0.3736 0.7151 -0.4693
H: 0.6982 -0.4653 -3.2587
H: -1.4341 -0.3174 -2.1493
H: -0.6759 -1.6853 -0.2795
H: 1.9382 -1.5177 0.5052
H: 1.6054 -0.2102 2.5768
H: -0.8018 0.7278 2.8614
H: -2.0682 1.3242 0.7924
H: 0.5842 1.2218 -0.5141

=====

List of relative energies, unit kcal/mol: A 20.3; B 0.0

=====

--- A ---
C4H14NO2 | ωB97M-V with the def2-TZVPD basis set

Properties
orbital gap = 0.3854 hartree
charge = +1
molar mass = 108.16 g mol⁻¹
E_HOMO = -14.2 eV

CARTESIAN COORDINATES (ANGSTROEM)
C: -2.3116 1.7810 -1.5513
C: -1.7658 0.8567 -0.4197
C: -1.3486 -0.5717 -0.8380
C: -0.1471 -1.3085 -0.8733
N: 0.5825 -0.8897 0.5548
H: -1.5358 2.3892 -2.0113
H: -2.9552 1.3076 -2.3611
H: -3.0216 2.4884 -1.1430
H: -0.8004 1.4719 -0.2585
H: -2.4273 0.9244 0.5453
H: -2.0811 -1.0955 -1.3908
H: -0.0079 -2.2344 -1.3665
H: 1.1246 -1.7293 0.8557
H: -0.3582 -0.8096 1.0079
H: 1.0132 -0.0297 0.9505
H: 0.7810 2.6487 2.4753
H: 1.1508 2.9398 1.0789
O: 0.7012 2.2568 1.6158
H: 4.0275 -2.8577 1.1572
H: 2.9590 -2.8925 -0.0670
O: 3.2353 -2.3617 0.7264

=====

--- B ---
C4H14NO2 | ωB97M-V with the def2-TZVPD basis set

Properties
orbital gap = 0.4343 hartree
charge = +1
molar mass = 108.16 g mol⁻¹
E_HOMO = -14.7 eV

CARTESIAN COORDINATES (ANGSTROEM)
C: 0.4544 -1.6635 0.6243
C: 0.5249 -0.2689 0.1865
C: 1.1735 -0.1733 -1.2133
C: 0.7825 1.1527 -1.9770
O: -0.5858 1.1205 -2.3315
N: -0.8560 0.2331 0.1681
H: 0.9247 -2.1906 -0.2761
H: 1.2706 -2.0122 1.3203
H: -0.5490 -2.0497 0.8882
H: 1.1231 0.3785 1.0155
H: 0.7536 -1.0532 -1.8609
H: 2.1657 -0.4517 -0.9831
H: 1.5395 1.3168 -2.8362
H: 0.8931 1.9951 -1.2636
H: -0.5768 1.6544 -3.1063
H: -0.8842 1.2792 -0.1668
H: -1.1258 0.2730 1.1626
H: -1.4738 -0.2897 -0.4700
H: -1.8287 -0.5010 3.9418
H: -2.1337 0.9873 3.7694
O: -1.5916 0.2632 3.4079

=====

--- C ---
C4H14NO2 | ωB97M-V with the def2-TZVPD basis set

Properties
orbital gap = 0.1296 hartree
charge = +1
molar mass = 108.16 g mol⁻¹
E_HOMO = -11.8 eV

CARTESIAN COORDINATES (ANGSTROEM)
C: 1.9029 0.2650 -0.7979
C: 1.4463 0.2131 0.6453
C: 0.6874 -1.0144 0.8509
C: 1.0040 -2.2648 0.1908
N: 0.8068 0.3892 -1.7033
H: 1.7196 -0.7086 -1.4540
H: 2.7026 0.8902 -0.7449
H: 0.8081 1.0362 0.8096
H: 2.3209 0.3747 1.3484
H: 0.0980 -0.9482 1.7672
H: 0.2000 -3.0194 0.3865
H: 1.9897 -2.5921 0.1839
H: -0.9594 1.6068 -0.2363
H: 0.2665 -1.2921 -0.3843
H: 1.0760 0.5573 -2.8020
H: -3.7951 0.0706 -0.3969
H: -2.7100 -0.6029 0.3679
O: -3.1680 0.4171 0.2279
H: -2.1223 1.5784 0.8270
H: -2.0417 -1.9447 0.4684
O: -1.2626 1.9674 0.5781

=====

--- D ---
C4H14NO2 | ωB97M-V with the def2-TZVPD basis set

Properties
orbital gap = 0.3990 hartree
charge = +1
molar mass = 108.16 g mol⁻¹
E_HOMO = -14.1 eV

CARTESIAN COORDINATES (ANGSTROEM)
C: 2.7930 0.0522 0.8915
C: 1.7274 1.0196 0.4079
C: 0.3258 0.6038 0.8287
C: -0.2244 0.5266 2.0271
N: -0.6299 0.6450 -0.3247
H: 2.5291 -1.0139 0.9663
H: 3.6749 0.1915 0.2619
H: 3.0165 0.1059 1.9727
H: 1.9483 1.9898 0.8717
H: 1.6407 1.2840 -0.6738
H: 0.4174 0.2999 2.8735
H: -1.2414 0.8261 2.2682
H: -1.2027 -0.2233 -0.2512
H: -0.2290 0.7866 -1.2453
H: -1.4448 1.2346 -0.1106
H: -2.0593 -0.2453 -3.6511
H: -3.0105 -0.9099 -2.4491
O: -2.2054 -0.4807 -2.7322
H: -1.6514 -2.0151 -1.3982
H: -2.0155 -2.6975 0.0441
O: -2.1587 -1.9797 -0.5776

=====

List of relative energies, unit kcal/mol: A 45.4; B 0.0; C 300.2; D 8.1

=====

--- A ---
C4H14NO2 | ωB97M-V with the def2-TZVPD basis set

Properties
orbital gap = 0.4424 hartree
charge = +1
molar mass = 108.16 g mol⁻¹
E_HOMO = -15.1 eV

CARTESIAN COORDINATES (ANGSTROEM)
C: -0.7846 -0.2026 -0.8531
N: 0.3991 -0.1928 0.0437
C: 0.6641 1.3032 0.1778
C: -0.7293 1.8563 0.3405
C: -1.5136 1.1936 -0.7277
H: -0.6049 -0.4144 -1.9586
H: -1.2776 -1.1436 -0.5475
H: 1.0629 -0.9198 -0.3025
H: 0.0963 -0.6564 0.9227
H: 1.1243 1.6989 -0.7626
H: 1.4216 1.2629 1.0096
H: -1.2469 1.5781 1.3213
H: -0.7675 2.9757 0.3273
H: -1.6198 1.7762 -1.6137
H: -2.5604 0.9089 -0.5134
H: 2.8718 -2.5661 -0.8934
H: 3.5004 -1.3945 -1.5960
O: 2.6008 -1.7338 -1.2872
H: -0.8481 -2.0605 1.8854
H: -1.9823 -1.2413 2.4190
O: -1.0736 -1.1858 2.0836

=====

--- B ---
C4H14NO2 | ωB97M-V with the def2-TZVPD basis set

Properties
orbital gap = 0.3963 hartree
charge = +1
molar mass = 108.16 g mol⁻¹
E_HOMO = -15.1 eV

CARTESIAN COORDINATES (ANGSTROEM)
C: 1.4536 1.9650 -0.1735
C: 1.4754 0.4717 -0.5017
C: 0.0496 -0.0469 -0.7130
C: -1.5616 -1.0013 0.8736
N: -0.7220 -0.1264 0.5357
H: 2.3687 2.4344 -0.5346
H: 1.4307 2.2908 0.8626
H: 0.6847 2.5301 -0.7115
H: 1.9060 -0.0543 0.3390
H: 1.9181 0.3711 -1.4879
H: -0.0685 -1.0018 -1.2097
H: -0.4732 0.7046 -1.2894
H: -1.6619 -1.9542 0.3636
H: -2.1100 -1.0151 1.8007
H: -0.5739 0.6570 1.1722
H: -0.5303 -1.6599 4.3048
H: 0.5720 -1.1774 3.4889
O: -0.3833 -1.0297 3.5810
H: -1.8440 -0.3343 -3.8553
H: -0.6599 -1.3020 -3.6558
O: -1.2702 -0.7213 -3.1897

=====

--- C ---
C4H14NO2 | ωB97M-V with the def2-TZVPD basis set

Properties
orbital gap = 0.4032 hartree
charge = +1
molar mass = 108.16 g mol⁻¹
E_HOMO = -14.2 eV

CARTESIAN COORDINATES (ANGSTROEM)
O: -1.3318 -1.0842 -1.8506
C: -1.0877 -1.4297 -0.4506
C: -1.4025 -0.1820 0.3501
N: -0.2768 0.7933 0.2814
C: 0.7975 0.8425 1.4848
C: 1.5446 -0.4061 1.5136
H: -1.1893 -1.9936 -2.3992
H: -1.8209 -2.3552 -0.1635
H: -0.0190 -1.8902 -0.4666
H: -2.3229 0.4756 0.0687
H: -1.6641 -0.5607 1.2885
H: -0.8263 1.7807 0.0947
H: 0.1447 0.5274 -0.5900
H: 1.3909 1.7900 1.3894
H: 0.1692 0.7864 2.4569
H: 1.2443 -1.2501 0.9545
H: 2.6381 -0.3040 1.2182
H: 1.6013 -0.9221 2.5453
H: 0.5329 1.3699 -3.2652
H: 0.9563 2.4602 -2.1669
O: 0.9215 1.5517 -2.2934

=====

List of relative energies, unit kcal/mol: A 0.0; B 10.1; C 47.2